1.
Entry from OMol25: a 2-piece molecular cluster, C4H10O2 overall at a distorted geometry (ωB97M-V with the def2-TZVPD basis set).

Last columns: bonded neighbours and bond lengths (Å).
Positions of all 16 atoms, in Å:
1 C 2.10 0.67 -1.19  C2 1.499, H6 1.096, H7 1.096, H8 1.095
2 C 1.20 1.05 -0.05  C1 1.499, C3 1.345, H9 1.103
3 C 0.12 0.30 0.23  C2 1.345, C4 1.481, H10 1.092
4 C -0.99 0.82 1.06  C3 1.481, O5 1.433, H11 1.109, H12 1.097
5 O -1.60 -0.04 2.03  C4 1.433, H13 0.946
6 H 1.50 0.15 -1.95  C1 1.096
7 H 2.95 0.11 -0.79  C1 1.096
8 H 2.44 1.54 -1.75  C1 1.095
9 H 1.14 2.05 0.41  C2 1.103
10 H 0.18 -0.78 0.07  C3 1.092
11 H -0.48 1.58 1.68  C4 1.109
12 H -1.74 1.43 0.55  C4 1.097
13 H -1.48 0.41 2.86  O5 0.946
14 O -2.12 -2.92 -1.01  H15 0.966, H16 0.946
15 H -1.28 -2.53 -1.28  O14 0.966
16 H -1.96 -3.84 -0.87  O14 0.946

LUMO level	0.033	hartree
largest force on an atom	2.9	eV Å⁻¹
gap between HOMO and LUMO	10.14	eV
E_HOMO	-9.235	eV
SMILES	C/C=C/CO.O
energy above the lowest of the compared OMol25 structures with the same formula, charge and spin	2.219	eV


2.
Entry from OMol25: one molecule with the formula C4H10O2 (ωB97M-V with the def2-TZVPD basis set).

Last columns: bonded neighbours and bond lengths (Å).
Positions of all 16 atoms, in Å:
1 C -1.30 -1.01 -0.37  C2 1.522, H7 1.095, H8 1.095, H9 1.096
2 C -0.25 -0.07 0.19  C1 1.522, C3 1.531, O4 1.419, C5 1.533
3 C -0.69 1.39 0.05  C2 1.531, H10 1.096, H11 1.095, H12 1.095
4 O -0.08 -0.39 1.56  C2 1.419, H13 0.971
5 C 1.10 -0.31 -0.51  C2 1.533, O6 1.424, H14 1.098, H15 1.099
6 O 2.10 0.38 0.24  C5 1.424, H16 0.962
7 H -1.02 -2.05 -0.18  C1 1.095
8 H -2.27 -0.83 0.11  C1 1.095
9 H -1.42 -0.87 -1.45  C1 1.096
10 H -0.91 1.64 -0.99  C3 1.096
11 H -1.58 1.56 0.66  C3 1.095
12 H 0.10 2.07 0.41  C3 1.095
13 H 0.77 0.01 1.80  O4 0.971
14 H 1.29 -1.39 -0.52  C5 1.098
15 H 1.07 0.06 -1.54  C5 1.099
16 H 2.89 -0.16 0.26  O6 0.962

LUMO level	0.027	hartree
largest force on an atom	0.3	eV Å⁻¹
gap between HOMO and LUMO	10.81	eV
E_HOMO	-10.067	eV
SMILES	CC(C)(O)CO
energy above the lowest of the compared OMol25 structures with the same formula, charge and spin	0.453	eV


3.
Entry from OMol25: one molecule with the formula C4H10O2 at a distorted geometry (ωB97M-V with the def2-TZVPD basis set).

Last columns: bonded neighbours and bond lengths (Å).
Positions of all 16 atoms, in Å:
1 C -0.05 -1.35 -1.46  O2 1.461, H7 1.088, H8 1.075, H9 1.128
2 O 0.75 -0.19 -1.10  C1 1.461, C3 1.437
3 C 0.13 0.61 -0.07  O2 1.437, C4 1.531, C5 1.510, H10 1.029
4 C 1.29 1.35 0.60  C3 1.531, H11 1.156, H12 1.119, H13 1.096
5 C -0.74 0.09 1.04  C3 1.510, O6 1.429, H14 1.154, H15 1.121
6 O -1.78 -0.87 0.86  C5 1.429, H16 0.960
7 H 0.32 -1.90 -2.33  C1 1.088
8 H -1.06 -1.10 -1.76  C1 1.075
9 H -0.09 -2.12 -0.63  C1 1.128
10 H -0.36 1.32 -0.62  C3 1.029
11 H 0.99 1.82 1.61  C4 1.156
12 H 1.73 2.16 -0.05  C4 1.119
13 H 2.00 0.52 0.70  C4 1.096
14 H -1.24 1.09 1.34  C5 1.154
15 H -0.23 -0.35 1.94  C5 1.121
16 H -1.66 -1.10 -0.07  O6 0.960

LUMO level	0.034	hartree
largest force on an atom	2.8	eV Å⁻¹
gap between HOMO and LUMO	11.02	eV
E_HOMO	-10.104	eV
SMILES	CO[C@H](C)CO
energy above the lowest of the compared OMol25 structures with the same formula, charge and spin	2.355	eV


4.
Entry from OMol25: one molecule with the formula C4H10O2 (ωB97M-V with the def2-TZVPD basis set).

Last columns: bonded neighbours and bond lengths (Å).
Positions of all 16 atoms, in Å:
1 C 1.72 -1.19 -0.10  C2 1.526, H7 1.094, H8 1.097, H9 1.097
2 C 0.56 -0.36 0.43  C1 1.526, O3 1.432, C4 1.527, H10 1.098
3 O 1.00 0.94 0.85  C2 1.432, H11 0.970
4 C -0.59 -0.23 -0.57  C2 1.527, C5 1.530, H12 1.098, H13 1.100
5 C -1.76 0.62 -0.07  C4 1.530, O6 1.416, H14 1.101, H15 1.094
6 O -1.42 1.98 0.16  C5 1.416, H16 0.970
7 H 2.53 -1.23 0.63  C1 1.094
8 H 1.40 -2.21 -0.31  C1 1.097
9 H 2.13 -0.76 -1.03  C1 1.097
10 H 0.19 -0.84 1.34  C2 1.098
11 H 0.94 1.52 0.07  O3 0.970
12 H -0.95 -1.23 -0.83  C4 1.098
13 H -0.20 0.21 -1.50  C4 1.100
14 H -2.18 0.16 0.84  C5 1.101
15 H -2.54 0.62 -0.83  C5 1.094
16 H -0.82 1.98 0.92  O6 0.970

LUMO level	0.037	hartree
largest force on an atom	0.4	eV Å⁻¹
gap between HOMO and LUMO	11.07	eV
E_HOMO	-10.065	eV
SMILES	C[C@@H](O)CCO
energy above the lowest of the compared OMol25 structures with the same formula, charge and spin	0.638	eV